No. 1
Entry from the OMol25 dataset: a 9-piece molecular cluster, C33H31F7N2O25 overall (ωB97M-V with the def2-TZVPD basis set).

XYZ file:
```
98
Properties=species:S:1:pos:R:3:mulliken_charge:R:1
C -5.942 1.695 2.214 -0.455
C -6.765 2.086 3.264 -0.600
C -6.182 2.753 4.361 -0.423
C -4.817 3.058 4.359 -0.604
C -4.033 2.634 3.299 0.389
C -4.572 1.942 2.247 -0.262
N -4.147 3.557 5.558 1.087
O -4.806 3.662 6.571 -0.601
O -2.927 3.695 5.577 -0.614
H -6.372 1.176 1.366 0.390
H -7.813 1.829 3.260 0.442
H -6.885 2.855 5.175 0.415
H -2.979 2.838 3.161 0.447
H -3.982 1.434 1.498 0.360
C 1.124 -0.274 -1.888 -0.747
C 0.246 -1.221 -2.416 -0.827
C -0.935 -1.417 -1.717 -0.260
C -1.323 -0.753 -0.571 -0.674
C -0.370 0.107 0.006 0.527
C 0.825 0.306 -0.638 -0.912
N -2.596 -0.977 0.070 0.974
O -3.457 -1.549 -0.555 -0.582
O -2.718 -0.483 1.183 -0.334
H 2.143 -0.093 -2.202 0.760
H 0.583 -1.886 -3.196 0.500
H -1.629 -2.180 -2.054 0.526
H -0.648 0.571 0.942 0.451
H 1.569 0.847 -0.067 0.696
C 0.746 -1.833 -7.439 -0.437
C 1.573 -3.066 -7.856 0.177
O 1.197 -4.008 -6.832 -0.370
C 0.843 -3.286 -5.715 0.569
O 0.718 -3.719 -4.618 -0.487
O 0.886 -1.991 -6.050 -0.199
F 2.883 -2.762 -7.779 -0.241
H -0.301 -1.875 -7.746 0.325
H 1.139 -0.914 -7.867 0.306
H 1.437 -3.577 -8.811 0.298
C -0.913 0.601 6.220 -0.466
C -2.132 -0.114 5.588 0.228
O -1.718 -0.073 4.220 0.042
C -0.335 -0.167 4.147 0.413
O 0.401 -0.433 3.254 -0.485
O 0.125 0.360 5.291 -0.356
F -3.318 0.494 5.709 -0.217
H -0.611 0.119 7.149 0.280
H -1.078 1.667 6.372 0.304
H -2.294 -1.141 5.931 0.216
C 2.243 3.858 0.931 0.220
C 1.959 4.263 2.396 0.339
O 3.239 4.667 2.796 -0.358
C 4.201 4.259 1.943 0.618
O 5.367 4.427 2.074 -0.512
O 3.613 3.540 0.967 -0.245
F 1.506 3.208 3.126 -0.222
H 2.151 4.617 0.154 0.331
H 1.713 2.930 0.721 -0.394
H 1.266 5.097 2.469 0.277
C 0.918 3.887 -4.180 -0.568
C 1.202 2.428 -4.531 0.602
O 2.287 2.202 -3.658 -0.299
C 2.795 3.336 -3.166 0.675
O 3.900 3.381 -2.713 -0.534
O 1.897 4.313 -3.222 -0.365
F 1.642 2.381 -5.833 -0.332
H -0.010 4.053 -3.625 0.262
H 0.855 4.632 -4.973 0.293
H 0.303 1.820 -4.491 0.240
C 5.681 -3.985 -5.588 -0.395
C 5.731 -4.583 -4.234 0.261
O 4.528 -4.114 -3.675 -0.285
C 4.155 -2.978 -4.330 0.548
O 3.322 -2.228 -3.941 -0.413
O 4.951 -2.775 -5.403 -0.272
F 6.827 -4.292 -3.487 -0.290
H 5.296 -4.639 -6.370 0.268
H 6.687 -3.698 -5.902 0.306
H 5.583 -5.663 -4.274 0.268
C -5.511 -2.451 4.603 -0.411
C -4.566 -2.408 3.407 1.151
O -5.469 -1.806 2.468 -0.225
C -6.743 -1.971 2.824 0.595
O -7.654 -1.626 2.127 -0.555
O -6.811 -2.532 4.034 -0.361
F -4.177 -3.609 2.927 -0.331
H -5.339 -1.527 5.156 0.279
H -5.431 -3.367 5.184 0.353
H -3.677 -1.799 3.563 -0.497
C 3.325 -1.843 0.822 0.117
C 3.882 -1.333 2.127 0.458
O 4.544 -0.124 1.734 -0.354
C 4.758 -0.212 0.379 0.635
O 5.369 0.664 -0.148 -0.514
O 4.268 -1.342 -0.120 -0.245
F 4.814 -2.171 2.664 -0.325
H 2.359 -1.378 0.621 -0.277
H 3.256 -2.926 0.777 0.366
H 3.156 -1.077 2.897 0.145
```

SMILES = O=[N+]([O-])c1ccccc1.O=[N+]([O-])c1ccccc1.O=C1OC[C@@H](F)O1.O=C1OC[C@@H](F)O1.O=C1OC[C@@H](F)O1.O=C1OC[C@@H](F)O1.O=C1OC[C@@H](F)O1.O=C1OC[C@@H](F)O1.O=C1OC[C@@H](F)O1
Spin multiplicity = 1
Frontier orbital gap = 9.36 eV
Calculated total energy = -3965.53569 Eh
Highest occupied orbital energy = -10.062 eV
LUMO energy = -0.70 eV
Maximum force = 2.96 eV Å⁻¹

=====

No. 2
Entry from the OMol25 dataset: C33H31FeN6O3P as an isolated structure (ωB97M-V with the def2-TZVPD basis set).

XYZ file:
```
75
Properties=species:S:1:pos:R:3:mulliken_charge:R:1
Fe -0.433 -0.307 -0.416 0.159
C 4.722 -2.693 -3.763 -1.566
C 3.731 -2.447 -2.657 0.487
C 4.133 -1.994 -1.407 -0.979
C 3.207 -1.722 -0.414 0.088
C 1.841 -1.912 -0.611 -0.562
N 0.878 -1.579 0.336 0.368
C 0.871 -2.192 1.543 1.078
C 1.794 -3.191 1.930 -0.958
C 1.726 -3.834 3.148 -1.212
C 0.721 -3.570 4.072 0.288
C 0.650 -4.272 5.401 -1.607
C -0.231 -2.637 3.694 -0.455
C -0.160 -1.947 2.490 0.512
N -1.228 -1.029 2.211 0.250
C -1.993 -0.426 3.136 -0.383
C -3.095 0.101 2.502 -1.095
C -2.908 -0.220 1.157 -0.213
N -1.782 -0.910 0.979 -0.146
C 1.446 -2.387 -1.871 0.318
C 2.371 -2.625 -2.875 -0.405
N 0.063 -2.604 -2.163 0.150
C -0.458 -3.486 -3.042 -0.114
C -1.823 -3.335 -3.026 -1.315
C -2.057 -2.324 -2.085 -0.197
N -0.919 -1.901 -1.563 0.431
H 5.744 -2.578 -3.405 0.372
H 4.575 -1.988 -4.584 0.331
H 4.620 -3.700 -4.172 0.340
H 5.186 -1.826 -1.216 0.318
H 3.533 -1.336 0.544 0.644
H 2.576 -3.473 1.240 0.362
H 2.471 -4.589 3.377 0.335
H 1.236 -5.191 5.387 0.371
H -0.377 -4.536 5.659 0.356
H 1.040 -3.648 6.209 0.292
H -1.079 -2.461 4.345 0.484
H -1.711 -0.430 4.174 0.567
H -3.906 0.645 2.952 0.517
H -3.517 0.037 0.305 0.430
H 2.027 -2.924 -3.859 0.543
H 0.173 -4.170 -3.582 0.485
H -2.547 -3.886 -3.599 0.420
H -2.988 -1.893 -1.755 0.419
O 0.775 0.399 -1.730 -0.382
N -0.023 0.926 -2.591 1.071
O 0.392 1.414 -3.609 -0.764
O -1.241 0.910 -2.261 -0.561
C -0.390 2.794 2.154 -1.550
P -0.726 2.226 0.435 1.387
C -2.383 2.937 0.100 0.277
C -2.800 3.215 -1.203 -0.500
C -4.078 3.691 -1.452 -0.822
C -4.970 3.893 -0.409 -0.548
C -4.569 3.622 0.890 -0.695
C -3.288 3.150 1.139 -0.513
C 0.412 3.353 -0.451 0.641
C 0.064 4.629 -0.893 -0.638
C 1.013 5.452 -1.481 -0.676
C 2.322 5.017 -1.625 -0.527
C 2.683 3.758 -1.170 -0.640
C 1.734 2.931 -0.588 -0.406
H -1.033 2.293 2.876 0.473
H -0.498 3.875 2.237 0.470
H 0.643 2.522 2.378 0.421
H -2.127 3.044 -2.031 0.501
H -4.376 3.902 -2.471 0.418
H -5.967 4.264 -0.607 0.386
H -5.251 3.783 1.716 0.422
H -2.995 2.958 2.162 0.363
H -0.947 4.990 -0.776 0.408
H 0.726 6.436 -1.829 0.417
H 3.060 5.657 -2.092 0.377
H 3.701 3.408 -1.281 0.425
H 2.018 1.939 -0.260 0.258
```

Spin multiplicity = 1
Frontier orbital gap (alpha / beta) = 7.19 / 7.20 eV
Calculated total energy = -3435.34335 Eh
Highest occupied orbital energy (alpha / beta) = -6.549 / -6.560 eV
LUMO energy (alpha / beta) = 0.64 / 0.64 eV
Maximum force = 1.32 eV Å⁻¹

=====

No. 3
Entry from the OMol25 dataset: C33H32BN6O8ReS as an isolated structure (ωB97M-V with the def2-TZVPD basis set).

XYZ file:
```
82
Properties=species:S:1:pos:R:3:mulliken_spin:R:1
Re -0.454 -0.079 0.112 1.044
C -1.754 3.822 1.524 0.002
C -1.229 2.649 0.777 -0.010
N -0.936 1.507 1.344 -0.081
O -1.143 1.396 2.703 0.005
C -1.014 2.676 -0.633 -0.083
C -1.270 3.868 -1.493 0.007
N -0.587 1.533 -1.137 0.047
O -0.436 1.318 -2.357 0.110
H -1.922 3.570 2.566 -0.001
H -2.683 4.173 1.081 0.002
H -1.036 4.638 1.467 0.002
H -0.393 0.864 3.047 -0.005
H -0.951 4.775 -0.989 -0.001
H -2.328 3.962 -1.728 -0.008
H -0.728 3.752 -2.428 -0.001
O -0.952 -1.572 1.747 -0.013
C -2.066 -1.864 2.206 0.006
C -3.356 -1.478 1.758 0.025
C -4.455 -1.978 2.473 -0.002
C -5.738 -1.650 2.120 0.003
C -5.982 -0.747 1.068 0.004
C -4.945 -0.257 0.343 0.000
C -3.586 -0.634 0.600 0.000
O -2.683 -0.241 -0.184 -0.034
N -6.841 -2.261 2.804 0.000
O -6.573 -3.074 3.664 0.000
O -7.959 -1.945 2.461 0.000
H -2.074 -2.531 3.084 -0.002
H -4.298 -2.646 3.308 0.001
H -7.006 -0.479 0.861 0.000
H -5.112 0.432 -0.470 0.000
N 2.619 -0.851 -3.548 -0.001
C 3.828 -0.160 -3.614 -0.002
C 4.739 -0.441 -4.626 -0.001
C 5.955 0.227 -4.683 0.000
C 6.288 1.166 -3.721 0.000
C 5.387 1.454 -2.708 0.000
C 4.162 0.812 -2.663 0.001
S 2.998 1.247 -1.392 0.007
N 1.780 0.207 -1.636 0.002
C 1.678 -0.664 -2.572 0.011
C 0.502 -1.538 -2.556 0.012
C 0.151 -2.283 -3.685 -0.007
C -0.842 -3.239 -3.603 0.018
C -1.446 -3.445 -2.371 -0.014
C -1.110 -2.608 -1.323 0.008
N -0.193 -1.642 -1.399 -0.022
H 2.483 -1.579 -4.234 0.000
H 4.507 -1.195 -5.364 0.000
H 6.649 0.002 -5.478 0.000
H 7.239 1.673 -3.757 0.000
H 5.619 2.181 -1.948 0.000
H 0.617 -2.096 -4.640 0.001
H -1.134 -3.807 -4.473 0.000
H -2.180 -4.222 -2.232 0.000
H -1.624 -2.720 -0.379 0.006
C 7.538 0.234 3.010 0.000
C 6.670 -0.602 3.963 0.001
C 6.961 -2.098 3.763 0.000
C 7.050 -0.227 5.398 0.000
C 5.199 -0.361 3.658 0.002
C 4.306 0.081 4.638 -0.006
C 2.957 0.289 4.396 0.004
C 2.517 0.048 3.113 -0.008
O 1.278 0.197 2.570 -0.029
B 1.380 -0.129 1.216 0.001
O 2.686 -0.492 0.942 0.000
C 3.390 -0.384 2.109 -0.001
C 4.727 -0.603 2.366 -0.002
H 8.589 0.098 3.253 0.000
H 7.298 1.290 3.110 0.000
H 7.393 -0.058 1.974 0.000
H 7.993 -2.319 4.027 0.000
H 6.802 -2.396 2.731 0.000
H 6.308 -2.692 4.398 0.000
H 8.110 -0.418 5.553 0.000
H 6.499 -0.824 6.121 0.000
H 6.873 0.829 5.589 0.000
H 4.664 0.282 5.632 -0.001
H 2.286 0.622 5.174 0.000
H 5.378 -0.956 1.584 -0.001
```

Spin multiplicity = 2
Frontier orbital gap (alpha / beta) = 5.28 / 5.18 eV
Charge = +1
Calculated total energy = -2708.18271 Eh
⟨S²⟩ = 1.008
Highest occupied orbital energy (alpha / beta) = -9.879 / -9.870 eV
LUMO energy (alpha / beta) = -4.60 / -4.69 eV
Maximum force = 2.70 eV Å⁻¹

=====

No. 4
Entry from the OMol25 dataset: C33H32BrCoN3OSiTe as an isolated structure (ωB97M-V with the def2-TZVPD basis set).

XYZ file:
```
73
Properties=species:S:1:pos:R:3:mulliken_spin:R:1
Co -0.103 0.591 0.016 2.669
Br 5.515 0.405 4.481 0.001
C 4.247 0.148 3.107 0.009
C 4.681 -0.066 1.796 0.001
C 3.770 -0.276 0.784 -0.009
C 2.389 -0.274 1.031 -0.002
O 1.544 -0.520 0.034 -0.046
C 1.959 -0.046 2.374 0.008
C 0.570 -0.077 2.761 0.054
N -0.373 -0.195 1.900 -0.056
C -1.724 -0.462 2.201 0.039
C -2.246 -0.783 3.423 0.014
C -3.631 -1.017 3.577 -0.004
C -4.475 -0.952 2.508 0.008
C -3.963 -0.670 1.220 -0.013
C -4.777 -0.586 0.069 0.013
C -4.219 -0.298 -1.140 -0.004
C -2.829 -0.106 -1.216 0.045
N -2.033 -0.173 -0.171 0.038
C -2.585 -0.441 1.062 -0.029
C 2.911 0.161 3.390 0.000
H 5.742 -0.062 1.579 0.000
H 4.101 -0.439 -0.235 0.000
H 0.345 -0.006 3.828 0.003
H -1.601 -0.854 4.290 -0.001
H -4.022 -1.240 4.560 0.000
H -5.538 -1.110 2.632 0.000
H -5.846 -0.742 0.163 0.000
H -4.818 -0.208 -2.034 0.000
H -2.357 0.115 -2.166 0.003
H 2.573 0.333 4.406 0.000
C 1.418 1.262 -2.355 0.027
Si 1.036 2.900 -1.492 0.001
C 2.612 3.590 -0.778 0.004
C 0.346 4.025 -2.810 0.005
N -0.106 2.485 -0.248 0.111
C -0.783 3.417 0.554 -0.016
C -0.518 4.794 0.535 0.021
C -1.232 5.689 1.321 -0.010
C -2.232 5.253 2.178 0.018
C -2.491 3.893 2.236 -0.012
C -1.781 3.001 1.444 0.026
H 1.581 1.446 -3.421 0.002
H 0.590 0.541 -2.290 0.002
H 2.315 0.777 -1.959 -0.004
H 3.367 3.759 -1.553 0.000
H 3.030 2.894 -0.043 0.000
H 2.436 4.542 -0.271 0.000
H 1.133 4.279 -3.530 0.000
H -0.052 4.959 -2.412 0.000
H -0.460 3.529 -3.359 0.000
H 0.274 5.181 -0.094 0.002
H -0.995 6.745 1.263 0.000
H -2.787 5.954 2.787 0.001
H -3.259 3.517 2.905 0.000
H -2.014 1.944 1.512 -0.012
C 0.314 -4.984 -0.312 -0.060
Te 0.731 -2.965 0.202 1.034
C 0.816 -2.643 -1.879 0.043
C 0.965 -4.003 -2.519 0.004
C 1.337 -4.121 -3.855 0.012
C 1.467 -5.375 -4.428 -0.001
C 1.230 -6.515 -3.669 -0.001
C 0.861 -6.401 -2.339 0.014
C 0.725 -5.144 -1.759 0.016
H -0.758 -5.147 -0.162 0.039
H 0.845 -5.652 0.366 0.011
H 1.636 -1.954 -2.075 -0.020
H -0.118 -2.142 -2.151 0.005
H 1.531 -3.231 -4.444 0.000
H 1.762 -5.464 -5.465 0.000
H 1.340 -7.495 -4.114 0.000
H 0.683 -7.291 -1.746 0.000
```

Spin multiplicity = 5
Frontier orbital gap (alpha / beta) = 5.69 / 3.24 eV
Charge = +1
Calculated total energy = -6030.35118 Eh
⟨S²⟩ = 6.017
Highest occupied orbital energy (alpha / beta) = -9.280 / -9.364 eV
LUMO energy (alpha / beta) = -3.59 / -6.12 eV
Maximum force = 0.47 eV Å⁻¹

=====

Question: Look up the calculated total energy of the third one.
Answer: -2708.18271 Eh

=====

Question: Which value of spin multiplicity does entry 2 give?
Answer: 1

=====

Question: Among the records above, which one has the highest calculated total energy?
Answer: C33H32BN6O8ReS

=====

Question: Which formula does entry 4 have?
Answer: C33H32BrCoN3OSiTe